Entry from OMol25: a cluster of 11 separate species, C16H54O19 in total at a distorted geometry (ωB97M-V/def2-TZVPD).

As for the lowest unoccupied orbital energy: 0.211 eV. For the total energy, the calculation gives -56362.102 eV. The energy above the lowest of the compared OMol25 structures with the same formula, charge and spin comes out at 133.6 kcal per mole. The HOMO energy comes out at -8.989 eV. The value obtained for the HOMO-LUMO gap is 9.20 eV. Its multiplicity is 1. As for the molecular weight: 550.589 g mol⁻¹.

```
89
Properties=species:S:1:pos:R:3:forces:R:3:mulliken_charge:R:1
H 0.8849 0.1808 -3.1405 -1.1 0.1 1.7 -0.165
H 3.1796 2.7351 1.5358 -1.4 -0.8 0.0 0.176
H 0.2191 3.6938 1.4941 -0.8 1.1 -0.3 0.319
H 1.8264 -0.9210 -1.3831 0.5 0.6 1.1 -0.914
H -3.2768 2.0272 -2.6367 -0.7 -0.3 -0.5 0.366
H 1.2860 -1.3072 1.5798 0.3 -0.2 -0.8 -0.711
H -0.9180 -0.4574 0.4833 -1.4 -0.1 1.0 -1.010
H -0.4047 1.1820 2.7128 -0.5 -1.6 1.4 -0.070
H -4.6644 2.5521 -0.1728 -1.3 -0.2 0.4 0.280
O 1.6550 1.7435 -1.2300 0.2 -0.4 0.2 -0.663
H 2.3657 1.9916 -1.8099 1.5 -1.0 -0.5 0.294
H 1.3336 -1.2210 3.2240 0.0 0.3 1.0 0.321
H 2.2373 -2.3703 -0.3523 -0.1 1.6 0.6 0.918
H 0.9689 0.5495 4.5697 1.1 -0.3 -0.8 0.288
O 0.0374 -0.0984 6.7702 -0.5 -1.5 2.3 -0.539
H 4.8428 -1.6193 -0.3390 -1.5 0.0 -0.7 0.347
O 2.9071 -2.3297 -2.1389 1.3 -1.1 -1.4 -0.549
H 1.5824 1.1758 -4.3924 -1.2 0.7 -0.9 0.440
C 1.4719 -1.9359 2.4357 -1.6 0.2 0.2 0.914
H 3.0407 -0.6446 -3.0436 0.0 -0.5 -0.2 0.376
H 1.2184 2.5628 -1.3529 -1.9 1.3 0.2 0.104
H 0.0725 -2.2609 -2.9032 -0.6 -0.5 0.2 -0.691
C -0.4222 -3.1286 -2.4035 0.9 -0.1 -1.1 0.459
H -3.6021 -0.3457 -2.1899 0.5 -0.1 -1.4 0.242
H -1.6380 -0.2818 5.5195 0.1 -0.4 0.5 0.255
C 1.2524 -0.9597 -4.8829 0.5 1.5 -1.1 -0.765
O -0.9841 -2.3201 2.5137 2.4 -1.1 0.4 -0.572
C -1.8844 -3.1258 -2.4926 0.0 0.1 -2.1 0.200
H 3.3829 -0.9867 1.4537 0.5 -0.1 -0.7 0.252
O -3.5813 1.3832 -3.3007 -4.2 3.7 -2.2 -0.644
O -2.2367 -3.0243 -3.8733 -1.9 -0.9 -0.1 -0.645
C 0.3818 -2.9818 2.5026 -1.8 0.1 -0.9 -0.732
H 0.0360 -2.2957 -0.7629 -0.3 0.1 0.3 -0.753
C 1.5314 0.2027 -3.9549 1.8 -1.4 -1.1 0.209
H -3.0858 -0.6171 1.4306 -0.1 0.0 0.3 0.229
O -0.7847 0.5388 3.4125 0.4 0.6 -1.3 -0.214
C -0.5313 -0.3764 5.5460 -2.6 -1.6 0.2 -0.573
H -2.2293 -2.2703 -1.9666 -0.7 0.8 0.7 -0.365
H 0.4502 -3.7053 1.6735 -0.4 0.9 -0.5 0.262
O 0.6731 1.7440 1.4352 -0.2 -1.3 -1.1 0.711
C -1.8158 0.7552 -2.3514 3.6 -5.2 -1.0 1.660
O -0.1389 -3.1895 -1.0820 1.5 -0.1 2.8 -0.591
H -2.9457 1.4202 1.0530 -0.4 -1.1 0.4 -0.312
H -2.9706 4.4683 1.3981 0.2 -0.3 -1.0 0.276
H 1.7523 -0.6602 -5.8401 -0.1 -1.0 0.5 0.328
C 3.9309 -0.9441 -0.4902 0.2 -0.7 2.2 -0.546
C -3.0459 0.1864 -3.0405 0.8 1.1 4.1 -0.124
H 2.6355 5.3239 1.6979 -0.5 1.3 -0.5 0.332
O 3.7137 -0.3451 0.7976 0.0 0.8 -0.5 -0.583
H 3.4367 -3.0462 -1.7594 0.0 -0.1 -0.9 0.399
H -1.1499 1.6116 -3.9714 -0.2 0.0 -0.6 0.355
O -2.2102 3.1655 2.6836 1.4 -0.3 1.7 -0.406
H 1.0954 1.5738 0.5674 0.1 0.1 0.6 -0.466
H 0.1409 0.2375 -0.3432 0.7 1.5 -0.5 -1.242
O -0.0992 -1.1081 -5.0335 -3.1 0.5 -1.2 -0.487
H -0.8890 -1.5177 3.0694 -0.1 -0.3 -0.5 0.189
C -2.8762 2.3874 0.6258 0.4 0.6 -2.9 0.674
H -4.1099 3.4350 2.1137 0.3 -0.6 -1.1 0.445
O 2.8797 0.0716 -3.6609 2.1 0.6 1.3 -0.675
O -2.7750 -1.1001 0.6626 -0.3 -1.0 0.2 -0.605
H -0.0490 -4.0411 -2.8465 0.3 -0.3 -0.6 0.584
H 0.7960 2.9650 2.9840 0.6 0.6 -0.9 0.205
O 2.7571 -2.4659 2.4276 0.9 -1.9 1.8 -0.634
H -2.7216 -2.0354 0.9863 0.3 1.1 -0.4 0.236
H -1.2229 -0.2040 -2.4431 0.6 1.0 1.0 -0.346
H 2.8481 -3.0690 3.2478 0.0 1.5 -2.0 0.393
H -0.4721 -0.2934 -5.4139 0.1 -0.6 0.1 0.301
H 2.2970 3.6188 0.3584 -0.1 0.2 -0.9 0.455
H -0.2985 -1.3961 5.1988 0.1 0.1 0.0 0.253
H -2.7035 2.9586 3.4803 0.2 -0.1 0.0 0.274
O 2.8631 4.5001 2.0776 1.0 1.7 2.0 -0.580
H 1.5060 -1.9442 -4.5203 1.2 0.1 0.3 0.283
H -1.9659 0.9416 -1.2900 -0.1 0.5 -0.5 -1.275
H 4.2566 -0.2457 -1.2260 0.3 1.2 -0.1 0.257
O -1.0635 1.7825 -3.0412 -0.9 -0.1 1.5 -0.632
H -0.1702 1.6841 5.0653 -0.5 -1.4 -0.2 0.483
H -1.6315 -2.5982 -4.4835 0.7 0.2 0.7 0.317
H -0.3409 -0.7972 7.3714 0.9 1.3 -0.5 0.355
H 0.4966 -3.7105 3.2921 -0.1 0.3 1.3 0.404
C 0.9577 3.0342 1.8711 0.5 -0.7 1.8 -0.373
H -2.9041 -0.3988 -3.9168 0.2 -0.6 -0.6 0.296
C -3.0872 3.4066 1.6422 -1.3 2.1 2.2 -0.683
C 2.6433 -1.5522 -1.0055 -0.8 -2.2 0.7 0.097
O -3.7737 2.6410 -0.4497 1.1 -0.3 -0.8 -0.485
H -2.2725 -4.0516 -2.0222 -0.1 0.5 -0.6 0.376
C 2.3328 3.4494 1.4170 1.2 -1.8 -0.3 -0.635
C -0.0976 0.6188 4.6357 1.4 4.3 -1.5 -0.372
H -1.8933 2.3878 0.0856 -0.4 0.5 1.1 -0.073
O -0.2392 -0.5887 -0.1493 1.0 -1.7 -0.6 4.512
```
Forces are in eV/Å.